[1]
The following is a quantum chemistry calculation of a molecular structure, C21H47OP3SeSn in a non-equilibrium geometry, from the Open Molecules 2025 dataset.

```
74
C21H47OP3SeSn (ωB97M-V/def2-TZVPD)
Sn 0.540 -0.508 0.629
Se 1.646 1.729 -0.544
P 1.978 -1.969 -0.978
P 2.210 -0.666 2.675
P -1.128 -2.621 1.476
O -1.058 1.509 2.119
C -0.351 -3.980 2.417
C -1.763 1.141 3.321
C 1.211 -1.911 -2.628
C -0.444 1.668 -2.572
C 3.664 -1.334 -1.264
C -2.424 3.498 1.582
C -0.355 2.909 -4.650
C 2.195 -3.745 -0.643
C -2.746 3.498 -7.169
C 1.544 2.932 -3.141
C 0.846 2.111 -2.221
C 1.512 -0.440 4.350
C -3.832 2.720 -7.308
C 3.488 0.645 2.646
C -1.813 -3.474 0.015
C -2.654 -2.284 2.432
C -1.520 2.146 4.426
C -1.039 2.064 -3.767
C -1.823 2.189 1.115
C 0.946 3.324 -4.334
C 3.188 -2.207 2.834
H -2.035 3.090 4.206
H 4.218 -1.219 -0.322
H 3.005 1.631 2.613
H -1.034 -0.267 -0.202
H -1.914 1.755 5.368
H -2.791 4.442 -6.613
H 3.850 -2.097 3.708
H -0.847 3.235 -5.565
H -2.046 1.721 -4.013
H 4.092 0.566 3.565
H 4.141 0.545 1.767
H 1.136 0.586 4.475
H 2.553 3.265 -2.890
H 0.142 -2.148 -2.570
H 0.687 -1.142 4.532
H -0.985 1.017 -1.880
H 1.326 -0.916 -3.077
H -2.610 1.513 0.748
H -4.797 3.001 -6.872
H 4.190 -2.064 -1.902
H 2.680 -3.914 0.329
H 3.617 -0.361 -1.771
H -1.794 3.241 -7.648
H -1.116 2.350 0.289
H -3.268 3.316 2.259
H -0.449 2.349 4.540
H -1.677 4.135 2.071
H 2.530 -3.074 2.992
H 1.709 -2.659 -3.258
H -3.287 -3.187 2.440
H -2.840 1.029 3.114
H -1.094 -4.774 2.571
H -1.379 0.143 3.601
H -0.003 -3.620 3.393
H 1.496 3.964 -5.026
H -2.427 -2.777 -0.565
H -2.441 -4.308 0.353
H -3.216 -1.461 1.973
H -2.794 4.046 0.709
H -2.421 -2.008 3.469
H -3.801 1.791 -7.889
H 3.803 -2.384 1.939
H 2.841 -4.138 -1.441
H 0.506 -4.390 1.870
H 1.234 -4.275 -0.663
H 2.310 -0.629 5.087
H -1.020 -3.861 -0.634
```

highest occupied orbital energy (alpha / beta): -0.6654 / -0.6880 Eh
charge: +4
LUMO (alpha / beta): -16.02 / -15.96 eV
frontier orbital gap (alpha / beta): 2.0817 / 2.7583 eV
energy: -123587.0082 eV

Results of the Mulliken charge analysis, in e, for atoms 1 through 8: Sn 0.210; Se 0.192; P 0.671; P 0.875; P 0.698; O -0.023; C -1.259; C 0.085

=====

[2]
The following is a quantum chemistry calculation of a molecular structure, C21H48BiNO2P2 in a non-equilibrium geometry, from the Open Molecules 2025 dataset.

```
75
C21H48BiNO2P2 (ωB97M-V/def2-TZVPD)
Bi 0.464 -0.430 -0.202
P 0.016 0.492 -2.749
P -0.625 -2.090 1.687
O -2.995 0.941 0.144
O 1.108 1.841 1.518
N -1.152 -2.170 -1.434
C 1.618 0.586 -5.134
C -0.859 -0.892 -3.608
C 2.466 1.835 -3.088
C 1.578 2.923 0.712
C -1.497 -3.428 0.753
C 1.539 -1.947 3.469
C 1.376 1.937 2.920
C 1.662 0.632 -3.605
C 0.423 -4.228 3.282
C -0.953 2.508 -4.545
C -1.076 1.957 -3.123
C 0.879 4.231 1.060
C -1.792 -1.767 -2.734
C -2.205 -2.448 4.050
C -2.107 -3.026 -0.611
C -1.681 -0.084 3.365
C 0.781 -2.926 2.562
C -1.891 0.640 0.059
C 2.861 2.036 3.245
C -0.912 3.076 -2.091
C -1.939 -1.509 2.871
H 0.916 -1.574 4.294
H -0.177 -4.045 4.180
H -0.827 -0.040 4.055
H -2.568 0.260 3.917
H -2.091 1.539 -3.002
H -1.377 -2.440 4.774
H -1.924 -2.741 -3.245
H -1.510 0.624 2.545
H -2.790 -1.300 -2.617
H 1.967 2.794 -3.295
H 2.667 2.999 0.840
H -0.503 -2.883 -1.815
H 3.443 1.858 -3.591
H 1.717 -1.531 -0.680
H 2.664 1.775 -2.007
H -1.747 3.256 -4.696
H -3.104 -2.093 4.579
H -0.221 4.112 1.110
H 3.436 1.197 2.808
H 3.288 2.994 2.895
H -2.195 -3.936 -1.241
H -1.118 2.734 -1.070
H 1.198 1.506 -5.559
H -1.084 1.735 -5.312
H -0.114 -4.921 2.624
H 1.356 -4.715 3.592
H -0.755 -4.247 0.602
H 1.387 2.634 -0.341
H 0.854 2.833 3.302
H 1.109 4.985 0.290
H 0.091 3.526 -2.122
H 0.927 1.043 3.402
H 2.180 -0.281 -3.253
H 2.648 0.482 -5.500
H 1.454 -3.179 1.722
H 1.936 -1.081 2.920
H -1.636 3.873 -2.316
H 2.983 1.990 4.338
H 1.256 4.617 2.027
H -0.079 -1.527 -4.089
H 1.049 -0.277 -5.500
H 2.402 -2.462 3.914
H 0.005 3.019 -4.708
H -1.494 -0.450 -4.405
H -2.398 -3.481 3.735
H -3.127 -2.583 -0.496
H -2.333 -3.806 1.380
H -2.846 -1.483 2.239
```

highest occupied orbital energy: -0.5104 Eh
charge: +2
energy above the lowest of the compared OMol25 structures with the same formula, charge and spin: 0.000 eV
LUMO: -6.60 eV
frontier orbital gap: 7.2901 eV
energy: -52542.3165 eV

Results of the Mulliken charge analysis, in e, for atoms 1 through 8: Bi 1.250; P 0.319; P 0.419; O -0.286; O -0.033; N 0.120; C -1.435; C -0.767

=====

[3]
The following is a quantum chemistry calculation of a molecular structure, C21H48CuN3O5 in a non-equilibrium geometry, from the Open Molecules 2025 dataset.

```
78
C21H48CuN3O5 (ωB97M-V/def2-TZVPD)
Cu -0.692 1.108 0.278
O -0.547 2.140 2.367
O 3.777 2.403 -1.409
O -1.599 2.401 -1.451
O -4.604 -1.294 3.159
O -0.673 -1.101 -0.396
N 1.046 2.264 -0.667
N -2.919 0.753 1.569
N 0.562 -1.706 -0.490
C -1.654 1.950 3.218
C 4.861 3.001 -2.075
C 0.277 -1.729 -2.844
C 0.500 3.357 -1.470
C -0.653 2.932 -2.356
C 1.685 1.275 -1.548
C 0.168 3.326 2.680
C -3.589 -0.427 1.022
C -4.783 -1.023 1.791
C 2.953 -3.213 -0.651
C 0.753 -2.510 -1.663
C 2.246 -2.702 -1.892
C 1.437 -0.522 1.497
C -2.696 1.822 -2.066
C -2.302 0.646 2.896
C 2.847 1.814 -2.322
C 1.295 -1.838 0.723
C -3.630 -2.320 3.348
C 0.640 -2.901 1.652
C 2.784 -2.215 0.519
C 0.054 -3.869 -1.644
H -1.356 1.975 4.269
H 2.329 -0.348 2.104
H -0.324 2.226 -3.124
H 2.700 -1.767 -2.234
H 1.345 -3.634 2.089
H -2.976 0.345 3.708
H 0.233 -2.476 2.579
H 0.873 3.521 1.878
H 0.504 -4.581 -0.950
H -0.009 -4.247 -2.668
H -2.427 1.034 -2.776
H 0.768 3.158 3.589
H 0.953 -0.897 -3.058
H 5.532 2.337 -2.631
H 1.453 0.292 0.747
H 3.402 1.062 -2.901
H 5.404 3.596 -1.342
H -1.599 -0.189 2.871
H -2.431 2.696 2.997
H -4.085 -3.269 3.043
H 3.465 -1.391 0.320
H 3.091 -2.843 1.360
H 4.039 -3.296 -0.825
H 2.394 -3.481 -2.655
H 2.561 2.603 -3.039
H 1.207 3.907 -2.103
H -3.173 2.571 -2.740
H 2.027 0.490 -0.872
H -0.987 -3.763 -1.314
H 0.964 0.858 -2.236
H 0.088 4.079 -0.759
H 2.668 -4.249 -0.427
H 4.480 3.744 -2.807
H -0.493 4.176 2.873
H -5.055 -1.990 1.331
H -5.651 -0.383 1.611
H -0.097 -3.507 1.131
H -1.154 3.805 -2.788
H -2.729 -2.113 2.780
H -3.344 -2.362 4.397
H 0.323 -2.299 -3.780
H -3.683 1.431 1.672
H -0.719 -1.329 -2.668
H 1.718 2.607 0.007
H -3.474 1.567 -1.360
H -4.044 -0.100 0.079
H 0.605 -0.215 2.140
H -2.860 -1.175 0.708
```

highest occupied orbital energy: -0.1846 Eh
energy above the lowest of the compared OMol25 structures with the same formula, charge and spin: 0.000 eV
LUMO: 0.52 eV
frontier orbital gap: 5.5426 eV
energy: -81897.4549 eV

Results of the Mulliken charge analysis, in e, for atoms 1 through 8: Cu 0.762; O 0.099; O -0.306; O -0.301; O -0.392; O -0.430; N 0.342; N 0.052

=====

[4]
The following is a quantum chemistry calculation of a molecular structure, C21H48FeINO2P3 in a non-equilibrium geometry, from the Open Molecules 2025 dataset.

```
77
C21H48FeINO2P3 (ωB97M-V/def2-TZVPD)
I 0.553 0.708 2.710
Fe 0.174 0.055 -0.071
P -0.140 2.261 -0.261
P -1.990 -1.024 4.110
P 0.305 -2.325 0.395
O -3.110 -0.200 0.346
O -1.419 -0.499 -2.413
N -0.992 -0.711 1.210
C 0.937 -0.322 -2.942
C -1.180 -3.282 0.901
C -3.406 -1.125 6.316
C -3.101 -3.371 5.411
C -0.273 -0.317 -2.034
C -2.669 0.875 4.133
C 1.492 -2.644 1.746
C 0.870 3.285 0.920
C -1.809 2.990 0.004
C 0.975 -3.290 -0.982
C 1.400 -1.374 4.781
C -2.517 1.851 2.983
C -0.033 -3.472 4.617
C -3.312 -1.904 4.963
C -4.213 1.050 4.339
C -0.286 -1.687 6.367
C -4.690 -1.978 4.249
C -1.833 1.466 5.289
C 0.315 3.013 -1.868
C -1.913 -0.286 0.456
C -0.043 -1.957 4.890
H 0.188 4.103 -1.850
H 0.941 -3.847 4.978
H -0.775 1.548 4.984
H 1.079 -4.329 -0.648
H -0.324 2.582 -2.645
H 1.841 2.802 1.050
H -4.135 -1.661 6.933
H -0.967 -4.346 1.072
H -2.984 -4.054 4.562
H -2.194 2.497 5.452
H 0.283 -3.227 -1.826
H -3.703 -0.087 6.197
H -0.817 -3.993 5.175
H 1.956 -2.892 -1.265
H -0.135 -3.766 3.564
H 1.032 4.302 0.556
H 1.866 -3.671 1.699
H 1.890 -1.352 3.798
H -2.253 -3.497 6.093
H 1.362 2.769 -2.079
H -1.927 -3.139 0.105
H 1.639 -1.117 -2.656
H -1.478 2.159 2.801
H -2.515 2.539 -0.701
H 1.408 -0.347 5.190
H -2.941 1.445 2.059
H -4.733 0.388 5.046
H -1.874 0.906 6.233
H 2.032 -2.008 5.449
H -3.074 2.786 3.229
H 0.611 -0.502 -3.973
H -4.971 -1.099 3.667
H -4.741 -2.847 3.573
H -4.705 0.932 3.358
H -5.461 -2.146 5.025
H -4.359 2.102 4.657
H -1.817 4.085 -0.086
H -1.653 -2.887 1.812
H -2.438 -1.152 6.810
H 2.348 -1.965 1.713
H -0.410 -0.607 6.518
H 0.640 -1.992 6.879
H -4.026 -3.680 5.936
H -2.173 2.757 1.003
H 0.397 3.336 1.908
H 1.454 0.647 -2.908
H -1.122 -2.247 6.788
H 0.991 -2.516 2.705
```

highest occupied orbital energy (alpha / beta): -0.5031 / -0.5284 Eh
charge: +2
expectation value of S²: 9.0924
LUMO (alpha / beta): -6.86 / -8.52 eV
frontier orbital gap (alpha / beta): 6.8293 / 5.8622 eV
2S+1: 6
energy: -98472.8181 eV

Results of the Mulliken charge analysis, in e, for atoms 1 through 8: I 0.049; Fe -0.384; P 1.214; P -0.581; P 1.699; O -0.476; O -0.451; N 0.351

=====

[5]
The following is a quantum chemistry calculation of a molecular structure, C21H49HgN8O10 in a non-equilibrium geometry, from the Open Molecules 2025 dataset.

```
89
C21H49HgN8O10 (ωB97M-V/def2-TZVPD)
Hg -0.194 0.098 0.131
O 0.197 2.412 -0.671
O -1.593 -1.355 1.475
O 1.775 0.108 -1.298
O -1.700 -3.477 1.938
O 0.655 1.428 1.953
O -1.475 0.090 -1.776
O 1.426 -1.128 1.427
O -2.186 1.365 0.767
O -1.862 -2.010 3.526
O -0.073 -2.147 -0.805
N 0.528 4.644 -0.848
N -2.757 -1.439 -2.788
N -4.115 0.300 1.064
N 2.416 -3.115 1.834
N -0.387 -4.305 -0.358
N 1.654 2.926 3.283
N -1.743 -2.275 2.320
N 3.464 0.652 -2.648
C 0.583 2.457 2.621
C -0.066 3.484 -1.188
C -0.681 3.256 2.770
C 3.892 0.404 -0.238
C -1.406 0.108 -4.144
C -5.514 0.158 1.421
C 0.548 -3.685 -2.540
C -3.286 -2.055 -1.592
C -0.485 -5.723 -0.672
C -4.096 2.779 0.921
C 1.726 -2.025 2.205
C 2.927 2.227 3.267
C 4.816 1.077 -2.991
C 1.594 4.726 0.138
C -1.892 -0.418 -2.811
C -3.406 1.429 0.907
C 2.930 -3.388 0.504
C -1.129 3.579 -2.247
C 0.027 -3.322 -1.167
C 1.328 -1.983 3.657
C 2.965 0.399 -1.422
H 2.339 -4.184 0.047
H -4.011 3.237 -0.065
H -3.555 -0.542 1.058
H 0.470 -6.106 -1.036
H 0.311 5.535 -1.254
H -3.702 3.386 1.726
H 2.921 -2.466 -0.075
H 2.431 5.341 -0.196
H -0.795 3.004 -3.112
H 3.587 2.654 2.510
H -6.097 0.156 0.490
H 3.333 0.358 0.695
H 4.518 1.291 -0.129
H -1.973 1.021 -4.330
H 3.377 2.245 4.260
H -0.294 -3.966 -3.174
H 1.298 -4.477 -2.544
H -1.421 4.587 -2.528
H 4.855 2.167 -2.975
H -2.985 -1.814 -3.693
H 0.989 -2.925 4.086
H -0.906 -3.994 0.474
H 1.628 3.770 3.822
H 1.260 5.216 1.057
H 1.937 3.721 0.370
H 5.094 0.710 -3.975
H -5.179 2.651 0.996
H -1.059 3.528 1.784
H 2.778 -3.721 2.550
H -0.489 4.185 3.307
H 5.533 0.696 -2.268
H 2.766 0.631 -3.373
H 2.107 -1.532 4.276
H -0.350 0.339 -4.041
H -5.927 0.878 2.121
H -1.446 2.661 3.264
H -3.624 -3.058 -1.849
H 2.819 1.167 3.047
H 4.509 -0.496 -0.277
H -4.153 -1.537 -1.178
H -0.815 -6.287 0.192
H -1.186 -5.886 -1.496
H -2.505 -2.125 -0.833
H -5.699 -0.831 1.837
H 3.952 -3.763 0.578
H 0.464 -1.322 3.761
H 1.036 -2.802 -2.951
H -1.550 -0.570 -4.985
H -1.997 3.016 -1.897
```

highest occupied orbital energy: -0.3929 Eh
charge: +1
energy above the lowest of the compared OMol25 structures with the same formula, charge and spin: 0.000 eV
LUMO: -1.66 eV
frontier orbital gap: 9.0347 eV
energy: -59137.3008 eV

Results of the Mulliken charge analysis, in e, for atoms 1 through 8: Hg 4.277; O -0.463; O -0.482; O -0.280; O -0.799; O -0.532; O -0.865; O -0.542

=====

[6]
The following is a quantum chemistry calculation of a gas-phase ion, C21H50BFN6O3PS (charge +1) in a non-equilibrium geometry, from the Open Molecules 2025 dataset.

```
84
C21H50BFN6O3PS (ωB97M-V/def2-TZVPD)
S 1.313 1.122 -2.359
P -0.199 1.034 2.999
F -2.668 -1.423 -4.159
O -2.291 0.128 1.630
O 1.922 4.246 -0.583
O -0.387 3.632 -1.141
N -3.437 -3.266 -1.384
N -3.265 2.818 0.791
N 1.157 -1.604 -1.392
N 1.279 0.642 -0.669
N -4.290 -1.449 -0.019
N -3.433 -3.440 1.024
C 1.056 1.731 0.335
C -3.174 -2.423 -0.116
C 4.997 0.117 0.278
C -1.421 1.864 4.169
C -4.699 2.689 1.209
C -1.577 0.770 0.469
C 2.638 -3.702 -1.700
C 0.472 -0.632 -0.499
C 4.052 -0.205 1.560
C -1.649 -1.972 0.062
C -1.516 -1.335 -3.190
C 2.515 4.344 -1.917
C -1.153 -0.498 -0.539
C 2.430 2.026 1.125
C 3.705 -3.180 -2.870
C -2.771 1.739 -0.133
C -1.845 -0.278 -1.995
C -0.328 1.561 1.178
C 0.199 -0.765 3.340
C 2.215 -2.460 -0.662
C 3.157 1.050 2.141
B 0.868 3.186 -0.509
H 3.254 2.262 0.288
H -1.744 1.070 4.998
H -5.446 3.453 0.691
H 3.221 -4.477 -1.032
H 3.331 -1.117 1.470
H 3.093 -2.758 -3.803
H 4.796 -0.486 2.453
H -3.264 0.334 1.609
H -3.040 -0.255 -1.980
H -4.753 -1.205 -0.922
H 3.165 -1.782 -0.598
H 0.720 -0.991 0.616
H -2.434 2.127 3.598
H 2.283 0.318 -0.508
H -2.638 -4.115 1.074
H 4.448 -2.348 -2.466
H 3.320 5.222 -1.995
H 1.828 -2.878 0.359
H -3.726 1.066 -0.384
H -5.179 1.628 1.126
H 2.288 3.071 1.689
H 1.721 -4.158 -2.266
H 2.298 0.343 -2.997
H -0.926 4.185 -0.472
H -5.079 -1.744 0.613
H -0.728 2.686 1.301
H 0.595 -2.326 -1.852
H 1.758 4.431 -2.806
H -1.369 -2.428 -2.785
H -0.679 -1.540 3.176
H -2.616 -3.867 -1.608
H 0.486 -0.873 4.494
H 3.994 1.728 2.673
H -3.189 3.759 0.299
H 3.159 3.350 -2.070
H 4.350 -4.094 -3.236
H -4.741 2.970 2.369
H -1.545 0.792 -2.434
H -1.034 -2.796 -0.553
H 2.577 0.609 3.055
H -3.739 -2.665 -2.178
H -2.530 2.253 -1.156
H -1.250 -2.167 1.172
H -0.573 -1.085 -3.844
H -4.356 -3.911 0.890
H 5.717 -0.811 0.094
H 1.181 -1.070 2.746
H 4.448 0.397 -0.716
H 5.717 1.009 0.583
H -1.040 2.817 4.745
```

SMILES: CCCC[C@]1(B(O)OC)[C@H](P(C)C)[C@@](O)(CNC)[C@](CCF)(CC(N)(N)N)[C@@H](NCCC)[N@H+]1S
highest occupied orbital energy: -0.3447 Eh
charge: +1
LUMO: -2.94 eV
frontier orbital gap: 6.4440 eV
energy: -61172.5060 eV

Results of the Mulliken charge analysis, in e, for atoms 1 through 8: S -0.211; P 0.001; F -0.404; O -0.435; O -0.614; O -0.423; N -0.531; N 0.001